No. 1
Entry from the Open Molecules 2025 dataset: one molecule with the formula C5H4O (ωB97M-V/def2-TZVPD).

```
10
Properties=species:S:1:pos:R:3:forces:R:3:lowdin_charge:R:1
C -1.709 0.999 0.028 -0.1207 0.2982 0.0053 -0.004
C -1.154 -0.175 -0.138 4.4834 -1.4614 0.0526 -0.065
C 0.542 -0.406 -0.068 -3.8164 1.0257 0.0472 0.004
C 1.577 -1.258 0.044 -0.3195 0.9133 -0.0623 0.127
C 1.846 0.157 0.045 -0.5366 -0.8490 -0.1231 -0.425
O 2.599 1.081 0.099 0.4356 0.4906 0.0571 0.067
H -2.784 1.091 -0.015 -0.0872 0.0207 0.0061 0.061
H -1.140 1.897 0.203 0.1561 0.0820 0.0231 0.069
H -1.660 -1.109 -0.317 -0.2563 -0.0073 -0.0107 0.074
H 1.883 -2.277 0.119 0.0616 -0.5128 0.0047 0.092
```
Forces are in eV/Å.

Properties
- Kohn-Sham gap (eV) = 9.584
- lowest unoccupied orbital energy (eV) = 0.571
- HOMO (eV) = -9.013
- structure (SMILES) = C=Cc1cc1=O
- ΔE to the lowest compared entry with this formula, charge and spin (kcal/mol) = 52.1
- DFT total energy (eV) = -7293.450
- maximum force (eV/Å) = 4.716

=====

No. 2
Entry from the Open Molecules 2025 dataset: a 6-piece molecular cluster, C12H36O6 overall (ωB97M-V/def2-TZVPD).

```
54
Properties=species:S:1:pos:R:3:forces:R:3:lowdin_charge:R:1
C 22.860 -0.312 2.590 -0.0456 1.5307 0.1750 -0.080
C 21.860 -1.369 2.285 0.0022 0.7379 1.8996 -0.356
O 22.268 -2.001 1.140 -0.3819 -1.0279 -1.5963 -0.064
H 23.893 -0.657 2.555 -0.0697 -0.0622 0.2916 0.080
H 22.604 0.241 3.494 0.3225 -0.2242 0.4294 0.072
H 22.762 0.460 1.826 0.2082 0.0070 -0.3318 0.068
H 20.881 -0.889 2.267 -0.2986 -0.2789 -0.6161 0.106
H 21.822 -2.113 3.081 -0.2020 -0.0206 0.3962 0.116
H 22.662 -2.798 1.502 0.5373 -0.5038 -0.8034 0.038
C 21.244 0.526 -1.141 0.1350 -0.9938 -0.1942 -0.078
C 22.789 0.732 -1.147 -2.3920 1.5307 -0.3310 -0.340
O 23.467 -0.468 -1.135 0.6927 -0.2562 0.0307 -0.057
H 21.110 -0.428 -1.651 -0.2846 0.0327 -0.3984 0.070
H 20.645 1.282 -1.649 0.3078 0.1694 -0.0883 0.064
H 20.758 0.344 -0.182 0.3977 0.2400 0.4290 0.051
H 22.999 1.449 -0.354 0.7185 -0.2146 0.3412 0.078
H 22.982 1.266 -2.077 0.4572 -0.2226 -0.0935 0.109
H 23.160 -0.962 -0.371 -0.0552 -0.3951 0.3612 0.042
C 21.917 -6.440 -2.136 -0.9764 -0.3304 0.8119 -0.081
C 22.249 -5.233 -1.266 1.9511 -0.1120 -0.9517 -0.344
O 21.830 -5.350 0.057 -0.8274 -0.6088 0.7727 -0.072
H 22.492 -6.579 -3.051 -0.2599 0.8833 -0.2023 0.073
H 20.836 -6.410 -2.271 -0.0099 -0.2433 -0.6823 0.071
H 22.107 -7.397 -1.651 0.0807 0.1579 0.6749 0.070
H 21.911 -4.282 -1.677 -0.2479 -0.0948 -0.3934 0.115
H 23.337 -5.184 -1.234 0.4177 0.2902 -0.2465 0.103
H 22.192 -4.590 0.517 -0.1475 0.0327 0.1913 0.037
C 24.555 2.996 3.180 1.3234 -0.4008 0.0941 -0.086
C 25.134 3.821 2.009 -1.6857 -0.1699 -0.2942 -0.273
O 24.471 3.363 0.799 0.5937 0.4680 0.3655 -0.106
H 23.476 3.045 3.323 0.0007 0.6126 -0.2579 0.072
H 25.053 3.233 4.120 -0.1128 0.2588 0.1355 0.067
H 24.739 1.930 3.041 0.2050 -0.0361 -0.3056 0.055
H 26.205 3.840 1.805 -0.0056 -0.8229 0.3753 0.109
H 24.905 4.876 2.157 -0.1910 0.1878 0.0959 0.098
H 23.590 3.739 0.845 -0.1441 -0.0818 -0.1814 0.070
C 18.581 1.151 4.778 -1.5338 -1.8696 -0.2400 -0.085
C 19.785 0.347 5.201 1.0623 0.6267 -1.8469 -0.322
O 20.779 1.271 5.611 0.2812 -0.2834 1.3290 -0.088
H 17.883 0.435 4.343 -0.4102 -0.3365 0.0741 0.068
H 18.679 1.823 3.926 0.7513 0.4328 0.5917 0.081
H 18.036 1.542 5.638 0.2482 0.5479 -0.1298 0.076
H 20.265 -0.144 4.355 -0.4433 -0.1711 -0.3742 0.081
H 19.671 -0.461 5.924 -0.6380 0.2492 0.2747 0.118
H 20.607 1.259 6.555 0.6972 0.7989 0.3127 0.076
C 23.973 -4.600 4.277 -0.1450 -1.3622 0.4919 -0.089
C 24.509 -3.770 3.141 0.5023 -0.8235 -0.3262 -0.250
O 23.881 -4.176 1.877 -0.1726 1.3603 0.9187 -0.109
H 22.896 -4.764 4.244 -0.1141 0.3942 -0.2978 0.079
H 24.189 -4.312 5.306 0.2887 0.6495 -0.2073 0.077
H 24.389 -5.606 4.215 0.0544 -0.1926 -0.1325 0.072
H 25.576 -3.927 2.984 0.1256 -0.0759 0.3208 0.115
H 24.435 -2.712 3.397 -0.6873 0.1239 -0.8978 0.100
H 24.180 -5.047 1.606 0.1196 -0.1074 0.2361 0.099
```
Forces are in eV/Å.

Properties
- Kohn-Sham gap (eV) = 10.046
- lowest unoccupied orbital energy (eV) = 0.566
- HOMO (eV) = -9.480
- structure (SMILES) = CCO.CCO.CCO.CCO.CCO.CCO
- ΔE to the lowest compared entry with this formula, charge and spin (kcal/mol) = 77.6
- DFT total energy (eV) = -25309.834
- maximum force (eV/Å) = 2.859

=====

No. 3
Entry from the Open Molecules 2025 dataset: one molecule with the formula ClH4N2PS (ωB97M-V/def2-TZVPD).

```
9
Properties=species:S:1:pos:R:3:forces:R:3:lowdin_charge:R:1
N -1.279 0.154 -0.336 -3.2225 -0.5570 1.3315 -0.249
P 0.323 0.456 -0.116 -0.9624 -1.0815 2.5225 -0.248
N 1.167 -0.959 0.082 -0.3049 1.3592 0.1633 -0.161
S 0.817 1.690 -1.398 1.2483 1.3587 -1.2591 0.270
Cl 0.328 0.987 1.987 0.2204 -0.1658 -1.1050 0.153
H -1.793 0.935 -0.829 0.8855 -1.3863 0.9508 0.057
H -1.893 -0.328 0.450 1.9112 1.4505 -2.2394 0.107
H 1.347 -1.456 -0.757 0.1875 -0.6141 -0.5651 0.041
H 0.983 -1.477 0.917 0.0369 -0.3637 0.2006 0.028
```
Forces are in eV/Å.

Properties
- Kohn-Sham gap (eV) = 10.221
- lowest unoccupied orbital energy (eV) = 0.651
- HOMO (eV) = -9.570
- structure (SMILES) = NP(N)(=S)Cl
- ΔE to the lowest compared entry with this formula, charge and spin (kcal/mol) = 0.8
- DFT total energy (eV) = -35693.786
- maximum force (eV/Å) = 3.531